A 13-piece molecular cluster, C30H76Cl4O19 overall. Source: OMol25; level of theory: the ωB97M-V functional and the def2-TZVPD basis.

Geometry as XYZ:
```
129
Properties=species:S:1:pos:R:3
C 0.1521 0.0048 -6.4168
C 0.1390 1.0155 -5.2684
C 0.9093 2.1486 -5.8961
O 2.0456 1.5244 -6.5266
C 1.6547 0.1667 -6.8404
H -0.4623 0.1630 -7.2984
H -0.0309 -0.9788 -5.9854
H 0.5708 0.6174 -4.3534
H -0.9263 1.2662 -5.2382
H 1.0756 2.9933 -5.2247
H 0.3203 2.6216 -6.6912
H 2.3636 -0.5436 -6.4197
H 1.6581 0.1281 -7.9319
C 0.2599 -3.8260 -3.1674
C 1.5219 -3.3385 -3.7912
C 2.1978 -4.6718 -4.2590
O 1.0726 -5.3723 -4.7665
C -0.1382 -4.9932 -4.1316
H -0.5108 -3.0554 -3.1779
H 0.4029 -4.1976 -2.1528
H 2.2830 -2.9526 -3.1076
H 1.3094 -2.5682 -4.5327
H 2.7964 -5.1223 -3.4520
H 3.0261 -4.7479 -4.9701
H -0.6493 -5.7476 -3.5313
H -0.7883 -4.6631 -4.9424
C -0.5773 -0.5381 -0.7324
C -0.1862 -1.1880 0.5565
C 1.3194 -1.3787 0.4471
O 1.6272 -0.9144 -0.8901
C 0.6795 0.0950 -1.1874
H -1.4284 0.1475 -0.6383
H -0.9763 -1.2095 -1.4915
H -0.6575 -2.1498 0.7676
H -0.3469 -0.5523 1.4288
H 1.7911 -2.3465 0.6029
H 1.8220 -0.7649 1.2066
H 0.6494 0.3952 -2.2392
H 1.0346 1.0279 -0.7301
C 2.4212 3.2219 0.6504
C 2.4347 3.7291 2.0876
O 1.9791 2.6622 2.9059
O 3.0451 1.9450 0.5350
H 2.6996 3.8981 -0.1556
H 1.3452 3.0670 0.4812
H 1.9048 4.6656 2.2675
H 3.4655 3.8584 2.4299
H 1.0215 2.6811 3.0986
H 2.9335 1.5405 1.4058
C -3.7823 -1.7040 4.9788
C -2.2981 -1.5421 4.5510
O -1.4393 -1.1709 5.6160
O -4.3943 -0.3948 5.1219
H -3.8487 -2.1636 5.9621
H -4.2665 -2.2251 4.1524
H -2.1557 -0.8780 3.6973
H -2.0039 -2.5607 4.2810
H -1.4401 -0.2052 5.6842
H -4.9414 -0.2937 4.3363
C 2.0992 -4.4355 4.1516
C 1.0998 -5.3016 3.3962
O 1.3930 -6.6903 3.5191
O 2.0090 -3.0849 3.6943
H 3.1207 -4.7695 3.9636
H 1.8962 -4.5124 5.2236
H 1.1368 -5.0946 2.3270
H 0.0819 -5.1361 3.7633
H 1.4358 -6.8633 4.4662
H 1.8481 -2.4660 4.4269
C -1.6997 2.8026 2.5628
C -2.8953 1.9156 2.7428
O -3.2237 2.0069 4.1325
O -0.5717 2.3967 3.3160
H -1.9343 3.8506 2.7640
H -1.3682 2.8128 1.5212
H -2.7534 0.8567 2.5147
H -3.7381 2.2570 2.1336
H -3.8488 1.2958 4.3140
H -0.8419 2.1816 4.2221
C 3.6707 1.0012 -2.2715
C 4.4670 1.8176 -3.3102
O 3.6671 2.6622 -4.1145
O 3.1121 -0.1404 -2.9398
H 2.7989 1.5714 -1.9410
H 4.2294 0.7082 -1.3829
H 4.9797 1.0751 -3.9288
H 5.1839 2.4728 -2.8171
H 3.1626 2.1292 -4.7467
H 2.5708 -0.6152 -2.2964
C -1.5945 4.6321 -2.1298
C -1.9034 3.5292 -1.1390
O -2.9549 3.8849 -0.2406
O -1.3451 5.8332 -1.4317
H -2.4107 4.8013 -2.8356
H -0.7028 4.2855 -2.6625
H -1.0124 3.2245 -0.5824
H -2.2499 2.6651 -1.7101
H -2.7983 4.8330 -0.1181
H -1.2593 6.6116 -1.9840
C -5.9469 1.0275 -1.4968
C -4.7791 0.9432 -0.4723
O -4.9240 1.9902 0.4656
O -5.4693 0.8979 -2.8413
H -6.5436 1.9395 -1.4036
H -6.7445 0.2966 -1.3182
H -3.8161 1.0270 -0.9803
H -4.8016 0.0290 0.1222
H -4.2191 2.6423 0.3454
H -6.2498 0.8725 -3.4027
C 1.1738 1.3605 6.0090
C 1.6430 0.4023 4.9272
O 1.6045 -0.9784 5.3610
O -0.2194 1.2350 6.2435
H 1.4916 2.3671 5.7178
H 1.7019 1.1503 6.9449
H 2.5633 0.7329 4.4465
H 0.9691 0.3321 4.0644
H 0.7598 -1.0014 5.8367
H -0.4402 1.7141 7.0478
C -2.9399 -1.2286 -3.7434
Cl -2.4943 -2.1577 -5.1711
Cl -3.4722 -2.2091 -2.3637
H -2.2507 -0.4346 -3.4720
H -3.8947 -0.7688 -3.9839
C 4.8076 -1.4944 3.4764
Cl 6.1746 -0.3857 3.6045
Cl 5.4326 -3.1490 3.2240
H 4.2565 -1.5886 4.4083
H 4.0880 -1.1938 2.7169
```

Calculated values
largest force on an atom	0.0598	Eh/bohr
gap between HOMO and LUMO	9.255	eV
charge	0
energy above the lowest of the compared OMol25 structures with the same formula, charge and spin	69.83	kcal per mole
HOMO	-9.16	eV

C30H76F6MgN8O16S2 as an isolated structure. Source: OMol25; level of theory: the ωB97M-V functional and the def2-TZVPD basis.

Geometry as XYZ:
```
139
Properties=species:S:1:pos:R:3
Mg 1.6581 -4.1052 -0.7587
C 0.7616 -0.6189 0.8561
C 2.1245 -1.3872 0.9672
O 2.2223 -2.4856 0.1644
H -0.0194 -1.1956 1.3517
H 0.4299 -0.4332 -0.1654
H 0.8830 0.3703 1.2975
H 2.3734 -1.5785 2.0111
H 2.9448 -0.7086 0.7335
C 0.6294 -5.1395 2.9220
F 1.4636 -6.1923 2.8060
F -0.1299 -5.3893 3.9668
F 1.2971 -4.0103 3.0088
S -0.5566 -5.0752 1.2959
O -1.7260 -5.9703 1.4863
O -0.9574 -3.6622 1.1308
N 0.6804 -5.4555 0.0767
S 0.6158 -7.0770 -0.0439
O 1.8538 -7.6051 -0.6328
O 0.0871 -7.8368 1.0919
C -0.6594 -7.3337 -1.5265
F -0.7128 -8.6221 -1.9904
F -1.8872 -6.8785 -1.1194
F -0.2853 -6.5553 -2.4892
C 2.6682 1.5831 -3.4182
O 1.6713 2.0507 -3.9325
N 2.7803 1.0362 -2.2372
N 3.8043 1.4779 -4.0918
H 3.7051 1.0625 -1.8320
H 2.0863 1.0497 -1.5035
H 4.5307 0.9068 -3.6840
H 3.8718 1.8312 -5.0356
C 5.9622 -0.6243 -1.3717
O 5.4286 0.4789 -1.3307
N 5.5717 -1.6612 -0.6749
N 7.1199 -0.8819 -1.9479
H 4.9100 -1.4465 0.0573
H 6.2266 -2.4028 -0.4715
H 7.3855 -0.1958 -2.6398
H 7.2383 -1.8526 -2.2002
C 3.6140 2.5911 0.8110
C 2.6609 3.6599 0.3982
O 2.9708 4.9654 0.8473
H 3.6945 2.5005 1.8942
H 4.6235 2.6739 0.4083
H 3.3270 1.6009 0.4571
H 1.6466 3.4110 0.7102
H 2.5539 3.5926 -0.6844
H 2.3948 5.5587 0.3596
C 1.2504 0.9913 4.6069
C 1.2417 -0.5637 4.8386
O 1.3722 -0.9295 6.2270
H 0.3801 1.4988 5.0230
H 1.3371 1.2588 3.5538
H 2.1425 1.3500 5.1205
H 2.1459 -0.9954 4.4095
H 0.4282 -1.1033 4.3538
H 1.8708 -0.3603 6.8178
C -2.9746 -2.9950 3.6980
C -2.6487 -1.6722 4.2506
O -3.7807 -0.8291 4.2633
H -3.7619 -3.5058 4.2524
H -2.1074 -3.6300 3.8791
H -3.2842 -3.0695 2.6555
H -1.9343 -1.1171 3.6426
H -2.2705 -1.6477 5.2726
H -3.8535 -0.4001 3.4075
C -0.1570 3.4627 2.6363
O -1.0002 4.5053 2.0159
C -2.2238 4.0940 1.4052
C -3.3125 3.9619 2.4747
N -4.5772 3.2871 2.0411
C -5.5522 3.2570 3.1069
C -6.9459 2.7046 2.6459
O -7.3079 3.2691 1.4068
C -8.5651 2.8071 0.8201
H -0.1247 2.5304 2.0725
H -0.6327 3.1605 3.5692
H 0.8158 3.8313 2.9617
H -2.2078 3.1814 0.8093
H -2.4046 4.9004 0.6945
H -3.4097 4.9096 3.0043
H -2.7785 3.3124 3.1683
H -4.9421 3.7447 1.2180
H -5.6974 4.2742 3.4706
H -5.3211 2.6931 4.0106
H -7.7948 2.8978 3.3018
H -6.9104 1.6176 2.7179
H -8.8966 3.4985 0.0454
H -9.3633 2.8707 1.5596
H -8.5643 1.7748 0.4699
C -3.0752 7.8299 -3.3711
O -3.6343 7.1155 -2.2785
C -4.9266 6.5194 -2.5464
C -5.3857 5.5100 -1.4398
N -4.3293 4.5670 -1.1631
C -3.9703 3.7121 -2.2870
C -3.1754 2.5565 -1.7072
O -1.7597 2.8113 -1.7650
C -0.9110 1.7982 -1.2687
H -2.3304 8.5384 -3.0087
H -3.7151 8.4931 -3.9531
H -2.4435 7.2694 -4.0601
H -5.0450 5.9935 -3.4938
H -5.6361 7.3407 -2.6468
H -6.3305 5.0209 -1.6772
H -5.8209 5.9963 -0.5668
H -3.4751 5.0809 -1.0009
H -3.3166 4.2789 -2.9500
H -4.8313 3.3465 -2.8466
H -3.4257 1.6671 -2.2854
H -3.4313 2.2972 -0.6799
H -1.2363 0.8326 -1.6559
H -0.8979 1.7216 -0.1815
H 0.0842 2.1249 -1.5700
C 4.6090 -4.2833 -6.0125
O 4.5167 -3.4824 -4.8068
C 3.2362 -2.9354 -4.4612
C 2.9123 -2.9432 -3.0115
N 2.3642 -4.2038 -2.6067
C 3.2415 -5.4140 -2.6465
C 4.2445 -5.3750 -1.4097
O 3.4889 -5.1228 -0.2988
C 4.2692 -4.8718 0.9306
H 3.9432 -5.1075 -5.7568
H 5.6355 -4.4790 -6.3225
H 4.2125 -3.7893 -6.8995
H 2.4756 -3.2250 -5.1863
H 3.3200 -1.8495 -4.5043
H 2.1804 -2.1802 -2.7463
H 3.7223 -2.6865 -2.3287
H 1.7012 -4.3236 -3.3592
H 3.8114 -5.4323 -3.5754
H 2.7743 -6.3985 -2.6698
H 4.9693 -4.5654 -1.4952
H 4.9042 -6.2385 -1.3244
H 3.6479 -4.4059 1.6954
H 5.0109 -4.1071 0.7000
H 4.6112 -5.8486 1.2726
```

Calculated values
largest force on an atom	0.1114	Eh/bohr
gap between HOMO and LUMO	8.092	eV
charge	0
HOMO	-8.31	eV